1.
{
  "formula": "C30H61AsN4O6PRuSSeSi4",
  "method": "ωB97M-V/def2-TZVPD",
  "species": ["Ru", "O", "N", "C", "C", "C", "C", "C", "S", "H", "H", "H", "H", "C", "Si", "C", "C", "O", "H", "H", "H", "H", "H", "H", "H", "H", "H", "C", "Si", "C", "C", "As", "Si", "C", "C", "C", "Si", "C", "C", "C", "H", "H", "H", "H", "H", "H", "H", "H", "H", "H", "H", "H", "H", "H", "H", "H", "H", "H", "H", "H", "H", "H", "H", "H", "H", "H", "H", "C", "C", "C", "C", "O", "P", "O", "O", "O", "C", "C", "C", "C", "H", "H", "H", "H", "H", "H", "H", "H", "H", "H", "H", "H", "H", "H", "H", "H", "H", "H", "Se", "N", "C", "C", "C", "C", "N", "C", "N", "H", "H", "H"],
  "coordinates": [[-0.205, 0.038, 0.154], [1.533, -1.419, 0.518], [2.061, -2.133, -0.450], [3.389, -2.367, -0.420], [3.974, -3.180, -1.354], [3.178, -3.747, -2.350], [1.834, -3.459, -2.386], [1.257, -2.624, -1.422], [-0.400, -2.178, -1.381], [3.904, -1.856, 0.379], [5.038, -3.359, -1.304], [3.614, -4.394, -3.099], [1.189, -3.859, -3.155], [1.681, -1.251, 3.747], [0.211, -0.122, 3.542], [0.647, 1.666, 3.877], [-1.151, -0.677, 4.713], [-0.368, -0.256, 1.999], [1.810, -1.535, 4.794], [2.600, -0.776, 3.405], [1.539, -2.155, 3.152], [1.455, 1.743, 4.609], [-0.209, 2.220, 4.264], [0.976, 2.151, 2.955], [-1.075, -0.131, 5.658], [-1.094, -1.742, 4.946], [-2.140, -0.477, 4.294], [-3.318, -3.898, -0.255], [-2.917, -2.712, 1.135], [-4.326, -2.827, 2.359], [-1.340, -3.227, 1.981], [-2.735, -0.464, 0.267], [-3.998, -0.415, -1.760], [-4.002, 1.302, -2.509], [-5.726, -0.915, -1.226], [-3.354, -1.606, -3.041], [-3.850, 1.194, 1.617], [-4.756, 2.371, 0.485], [-2.646, 2.115, 2.700], [-5.152, 0.399, 2.702], [-3.480, -4.876, 0.210], [-2.497, -3.995, -0.963], [-4.228, -3.638, -0.796], [-4.432, -3.882, 2.631], [-5.279, -2.494, 1.947], [-4.126, -2.271, 3.274], [-1.342, -4.320, 2.042], [-1.296, -2.831, 2.995], [-0.448, -2.908, 1.444], [-5.017, 1.702, -2.552], [-3.609, 1.249, -3.526], [-3.392, 2.016, -1.962], [-6.091, -0.307, -0.397], [-5.772, -1.962, -0.921], [-6.415, -0.781, -2.064], [-2.408, -1.251, -3.450], [-4.087, -1.626, -3.855], [-3.213, -2.622, -2.682], [-4.086, 2.958, -0.140], [-5.297, 3.067, 1.134], [-5.491, 1.876, -0.150], [-1.646, 2.137, 2.274], [-2.600, 1.680, 3.699], [-2.997, 3.146, 2.800], [-5.862, -0.215, 2.146], [-5.713, 1.215, 3.169], [-4.724, -0.204, 3.502], [4.908, 0.712, -2.502], [3.447, 0.804, -2.915], [3.078, -0.369, -3.809], [3.159, 2.128, -3.606], [2.577, 0.654, -1.751], [2.714, 1.522, -0.417], [3.084, 2.932, -0.614], [1.380, 1.270, 0.310], [3.854, 0.691, 0.353], [4.721, 1.240, 1.384], [5.768, 2.146, 0.753], [5.380, 0.014, 2.000], [3.902, 1.989, 2.423], [5.532, 0.704, -3.396], [5.090, -0.202, -1.934], [5.190, 1.569, -1.893], [3.677, -0.345, -4.721], [2.025, -0.316, -4.086], [3.260, -1.313, -3.293], [3.758, 2.199, -4.516], [3.400, 2.962, -2.950], [2.106, 2.190, -3.877], [6.371, 1.587, 0.035], [6.431, 2.533, 1.529], [5.287, 2.982, 0.246], [5.930, -0.540, 1.235], [4.629, -0.643, 2.440], [6.083, 0.313, 2.778], [3.432, 2.869, 1.985], [4.550, 2.309, 3.241], [3.128, 1.340, 2.825], [-1.513, 4.367, -0.159], [-1.325, 4.508, -1.942], [-1.011, 3.301, -2.398], [-0.792, 2.931, -3.734], [-0.476, 1.596, -4.006], [-0.355, 0.668, -2.997], [-0.575, 0.981, -1.694], [-0.928, 2.255, -1.393], [-1.215, 2.572, -0.152], [-0.867, 3.671, -4.518], [-0.295, 1.274, -5.023], [-0.079, -0.356, -3.193]],
  "forces_ev_per_angstrom": [[0.2, -0.2, -0.2], [0.0, 0.1, 0.0], [0.0, 0.0, 0.0], [0.0, 0.0, 0.0], [0.0, 0.0, 0.0], [0.0, 0.0, 0.0], [0.0, 0.0, 0.0], [0.0, 0.0, 0.0], [0.0, 0.0, 0.0], [0.0, 0.0, 0.0], [0.0, 0.0, 0.0], [0.0, 0.0, 0.0], [0.0, 0.0, 0.0], [0.0, 0.0, 0.0], [0.1, 0.1, 0.0], [0.0, 0.0, 0.0], [0.0, 0.0, 0.0], [-0.1, 0.0, 0.0], [0.0, 0.0, 0.0], [0.0, 0.0, 0.0], [0.0, 0.0, 0.0], [0.0, 0.0, 0.0], [0.0, 0.0, 0.0], [0.0, 0.0, 0.0], [0.0, 0.0, 0.0], [0.0, 0.0, 0.0], [0.0, 0.0, 0.0], [0.0, 0.0, 0.0], [0.0, 0.0, 0.0], [0.0, 0.0, 0.0], [0.0, 0.0, 0.0], [0.0, 0.0, 0.0], [0.0, 0.0, 0.0], [0.0, 0.0, 0.0], [0.0, 0.0, 0.0], [0.0, 0.0, 0.0], [0.0, 0.0, 0.0], [0.0, 0.0, 0.0], [0.0, 0.0, 0.0], [0.0, 0.0, 0.0], [0.0, 0.0, 0.0], [0.0, 0.0, 0.0], [0.0, 0.0, 0.0], [0.0, 0.0, 0.0], [0.0, 0.0, 0.0], [0.0, 0.0, 0.0], [0.0, 0.0, 0.0], [0.0, 0.0, 0.0], [0.0, 0.0, 0.0], [0.0, 0.0, 0.0], [0.0, 0.0, 0.0], [0.0, 0.0, 0.0], [0.0, 0.0, 0.0], [0.0, 0.0, 0.0], [0.0, 0.0, 0.0], [0.0, 0.0, 0.0], [0.0, 0.0, 0.0], [0.0, 0.0, 0.0], [0.0, 0.0, 0.0], [0.0, 0.0, 0.0], [0.0, 0.0, 0.0], [0.0, 0.0, 0.0], [0.0, 0.0, 0.0], [0.0, 0.0, 0.0], [0.0, 0.0, 0.0], [0.0, 0.0, 0.0], [0.0, 0.0, 0.0], [0.0, 0.0, 0.0], [0.0, 0.0, 0.0], [0.0, 0.0, 0.0], [0.0, 0.0, 0.0], [0.0, 0.0, 0.0], [0.0, -0.1, 0.0], [0.0, 0.0, 0.0], [0.0, 0.1, 0.1], [-0.1, 0.0, 0.0], [0.0, 0.0, 0.0], [0.0, 0.0, 0.0], [0.0, 0.0, 0.0], [0.0, 0.0, 0.0], [0.0, 0.0, 0.0], [0.0, 0.0, 0.0], [0.0, 0.0, 0.0], [0.0, 0.0, 0.0], [0.0, 0.0, 0.0], [0.0, 0.1, 0.0], [0.0, 0.0, 0.0], [0.0, 0.0, 0.0], [0.0, 0.0, 0.0], [0.0, 0.0, 0.0], [0.0, 0.0, 0.0], [0.0, 0.0, 0.0], [0.0, 0.0, 0.0], [0.0, 0.0, 0.0], [0.0, 0.0, 0.0], [0.0, 0.0, 0.0], [0.0, 0.0, 0.0], [0.0, 0.0, 0.0], [0.0, 0.0, 0.0], [0.0, 0.0, 0.0], [0.0, 0.0, 0.0], [0.0, 0.0, 0.0], [0.0, 0.0, 0.0], [0.0, 0.0, 0.0], [0.0, 0.0, 0.1], [0.0, 0.0, 0.0], [0.0, 0.0, 0.0], [0.0, 0.0, 0.0], [0.0, 0.0, 0.0], [0.0, 0.0, 0.0]],
  "mulliken_charge": [0.808, 0.058, -0.236, -0.345, -0.739, -0.670, -0.575, -0.102, -0.110, 0.430, 0.457, 0.353, 0.512, -0.911, 0.949, -1.324, -1.153, 0.021, 0.539, -0.136, 0.167, 0.530, 0.461, 0.183, 0.541, 0.448, 0.050, -0.983, 0.531, -1.216, -0.408, 0.626, 0.719, -0.763, -1.133, -0.970, 0.451, -0.989, -0.584, -1.269, 0.433, 0.224, 0.245, 0.385, 0.278, 0.268, 0.612, -0.014, -0.238, 0.576, 0.419, -0.198, 0.253, 0.232, 0.455, 0.133, 0.462, 0.245, 0.265, 0.441, 0.213, -0.424, 0.379, 0.660, 0.277, 0.401, 0.303, -1.603, 1.521, -1.417, -1.557, 0.297, -0.298, -0.935, 0.208, 0.336, 1.879, -2.004, -1.794, -1.209, 0.566, 0.236, 0.269, 0.501, 0.133, 0.234, 0.459, 0.363, 0.162, 0.378, 0.513, 0.303, 0.341, 0.233, 0.448, 0.349, 0.576, -0.219, 0.047, -1.019, 0.712, -0.978, -1.366, -1.106, 1.593, -0.341, -0.012, 0.526, 0.394, 0.776],
  "homo_ev": [-5.94, -8.25],
  "de_lowest_kcal_mol": 7.2,
  "multiplicity": 6,
  "charge": 0,
  "orbital_gap_ha": [0.199, 0.253],
  "s_squared": 8.8109
}

2.
{
  "formula": "C30H61Br4N5O3S3",
  "method": "ωB97M-V/def2-TZVPD",
  "species": ["C", "C", "C", "C", "N", "H", "H", "H", "H", "H", "H", "H", "C", "C", "C", "C", "N", "H", "H", "H", "H", "H", "H", "H", "C", "C", "C", "C", "N", "H", "H", "H", "H", "H", "H", "H", "C", "C", "C", "C", "N", "H", "H", "H", "H", "H", "H", "H", "C", "C", "C", "C", "N", "H", "H", "H", "H", "H", "H", "H", "C", "S", "O", "C", "H", "H", "H", "H", "H", "H", "C", "S", "O", "C", "H", "H", "H", "H", "H", "H", "C", "S", "O", "C", "H", "H", "H", "H", "H", "H", "Br", "C", "C", "Br", "H", "H", "H", "H", "Br", "C", "C", "Br", "H", "H", "H", "H"],
  "coordinates": [[9.822, 21.509, -6.465], [11.266, 21.912, -6.757], [11.548, 22.541, -8.111], [10.629, 23.531, -8.759], [9.961, 24.295, -9.290], [9.023, 22.248, -6.527], [9.868, 21.196, -5.422], [9.635, 20.622, -7.069], [12.009, 21.127, -6.617], [11.514, 22.685, -6.029], [11.728, 21.679, -8.754], [12.529, 23.017, -8.119], [8.859, 22.332, -16.935], [9.845, 22.583, -15.684], [9.195, 23.263, -14.446], [8.538, 24.489, -14.939], [7.964, 25.441, -15.377], [8.516, 23.305, -17.286], [7.955, 21.785, -16.669], [9.452, 21.803, -17.681], [10.717, 23.156, -15.998], [10.180, 21.651, -15.229], [9.925, 23.489, -13.669], [8.355, 22.702, -14.035], [9.763, 23.128, -11.227], [10.280, 21.700, -11.380], [11.631, 21.643, -12.165], [12.443, 20.414, -11.950], [13.073, 19.442, -11.870], [9.735, 23.615, -12.202], [10.467, 23.797, -10.731], [8.744, 23.123, -10.841], [9.625, 21.016, -11.920], [10.444, 21.277, -10.389], [12.373, 22.392, -11.889], [11.365, 21.956, -13.175], [7.554, 25.482, -7.271], [7.173, 26.869, -7.612], [6.266, 27.110, -8.808], [5.044, 26.319, -8.870], [4.118, 25.619, -8.830], [7.657, 24.901, -8.188], [6.700, 25.063, -6.737], [8.486, 25.484, -6.707], [8.132, 27.383, -7.685], [6.737, 27.373, -6.749], [6.726, 26.733, -9.722], [6.015, 28.170, -8.841], [8.629, 24.722, -10.085], [8.243, 26.091, -10.585], [8.494, 26.361, -12.066], [8.463, 25.164, -12.949], [8.396, 24.282, -13.674], [8.015, 23.919, -10.492], [8.675, 24.569, -9.007], [9.589, 24.385, -10.474], [8.652, 26.946, -10.047], [7.176, 26.154, -10.373], [9.373, 26.992, -12.198], [7.789, 27.092, -12.462], [7.783, 22.861, -7.707], [6.380, 21.830, -8.353], [5.087, 22.568, -8.229], [6.662, 21.791, -10.212], [8.381, 22.172, -7.110], [7.301, 23.571, -7.036], [8.380, 23.289, -8.512], [7.444, 21.077, -10.472], [6.852, 22.743, -10.706], [5.744, 21.463, -10.700], [6.336, 27.818, -15.391], [6.910, 27.202, -13.708], [6.236, 28.073, -12.607], [6.216, 25.501, -13.908], [6.902, 27.226, -16.110], [6.416, 28.893, -15.555], [5.274, 27.605, -15.511], [6.797, 24.838, -13.267], [6.410, 25.219, -14.943], [5.136, 25.446, -13.772], [12.590, 27.630, -9.101], [10.894, 27.953, -8.324], [10.309, 29.108, -9.062], [9.916, 26.507, -8.888], [12.559, 27.644, -10.191], [12.986, 26.720, -8.650], [13.108, 28.541, -8.805], [10.313, 25.726, -8.240], [9.911, 26.242, -9.945], [8.872, 26.584, -8.587], [3.984, 23.749, -13.643], [5.547, 23.211, -12.409], [6.647, 22.610, -13.296], [7.772, 21.543, -12.037], [5.055, 22.386, -11.893], [5.790, 23.986, -11.683], [7.285, 23.389, -13.713], [6.309, 21.936, -14.083], [8.698, 27.172, -16.757], [9.389, 27.906, -15.084], [10.343, 26.902, -14.399], [10.923, 27.597, -12.564], [8.617, 28.432, -14.522], [10.049, 28.724, -15.374], [11.257, 26.689, -14.953], [9.908, 25.909, -14.286]],
  "forces_ev_per_angstrom": [[2.9, -1.9, 1.7], [-0.5, 2.2, 0.7], [0.2, -0.6, -1.5], [2.1, -5.2, 3.4], [13.8, 2.3, 10.6], [4.6, -0.1, 3.0], [-0.3, -0.4, 0.1], [-0.8, 0.0, -0.1], [-0.3, -0.2, 0.0], [0.2, 0.0, 0.3], [-0.3, 0.1, -0.6], [0.1, 0.2, 0.3], [1.3, 0.7, 1.9], [-0.2, -2.0, -0.1], [5.9, -6.3, -8.8], [0.7, -0.7, -7.1], [0.6, -0.8, -3.9], [0.2, 0.0, -0.3], [0.2, -0.3, 0.1], [-0.3, 0.1, -0.1], [0.0, 0.0, -0.1], [0.5, -0.7, -0.7], [1.4, -1.0, -1.0], [1.7, -2.5, -1.6], [2.5, -3.5, -4.2], [3.1, -0.3, 0.5], [0.3, 0.3, 1.0], [-0.3, -1.0, -1.2], [-0.8, 1.3, 0.2], [-0.3, -0.6, 0.2], [2.0, -2.5, -1.9], [2.3, -1.8, -0.8], [1.4, 0.1, 0.4], [-0.1, -0.1, 0.2], [-0.3, 0.6, 0.5], [0.5, -1.0, -0.5], [-1.4, 0.3, 0.0], [-0.1, 1.8, 1.1], [-0.8, 0.2, 0.3], [-1.4, -1.0, 1.3], [1.1, 0.9, -0.4], [-0.5, 0.9, 1.0], [0.3, -0.2, 0.3], [-0.2, -0.4, 0.2], [-0.9, 1.0, -0.3], [-0.3, -0.1, 0.2], [-1.3, 2.7, 2.0], [0.1, 0.0, -0.4], [-8.1, 2.8, -3.9], [-1.9, 0.0, -2.0], [-0.3, -3.2, 1.4], [2.1, 4.8, 7.2], [-5.3, 8.3, 14.0], [-2.8, 1.8, 0.1], [-3.6, 1.2, -0.7], [-3.7, 2.4, -3.5], [-1.6, -0.2, -1.5], [1.2, -1.7, -2.7], [-1.5, -1.2, 0.4], [1.3, -0.5, 2.8], [-2.4, -1.4, -1.1], [-0.8, 0.2, -0.7], [0.1, 0.2, 0.5], [-1.9, 0.0, 5.9], [-4.3, 0.3, -3.8], [0.2, -0.9, -0.4], [-0.7, -0.9, 0.9], [-1.3, -0.4, 4.5], [-0.3, 0.1, 2.1], [0.0, -0.7, 1.0], [-1.9, -0.6, 1.2], [-5.4, 2.1, -4.9], [0.7, -1.6, -1.6], [-2.5, 1.7, 0.8], [-1.5, 0.5, 0.8], [0.6, 0.0, 0.4], [-0.2, -0.1, 0.3], [-2.7, 1.4, -0.3], [-1.0, 0.2, 0.7], [0.8, 1.3, 0.5], [-1.4, 0.4, 0.6], [-0.3, -0.3, -1.3], [0.2, 0.4, 0.0], [3.4, 1.2, 2.7], [-0.3, -0.4, 0.1], [0.2, 0.1, -0.2], [0.2, -0.3, 0.2], [0.4, 0.8, 0.0], [2.5, 0.9, 1.3], [1.7, 0.4, 0.0], [-0.1, -1.7, 1.1], [-1.9, -1.4, -1.7], [-1.7, -0.8, 0.7], [0.0, -0.9, -13.5], [-0.1, 0.5, -0.2], [-0.1, 0.2, -0.5], [-2.0, -1.0, 0.5], [-0.4, 0.0, 0.4], [4.4, 2.5, -2.7], [1.9, 0.9, -0.6], [-0.5, 0.0, 0.4], [3.5, 1.4, -2.3], [0.3, -0.8, 0.0], [0.0, 0.0, -0.4], [0.0, 0.7, 0.0], [0.2, 0.6, 0.5]],
  "mulliken_charge": [-1.038, -0.725, -1.261, 1.645, -0.073, 0.223, 0.409, 0.288, 0.475, 0.335, 0.194, 0.514, -1.324, -0.947, 1.234, 0.893, -0.937, 0.314, 0.269, 0.461, 0.410, 0.534, 0.197, -0.243, 0.063, -0.448, -0.238, -0.018, -0.510, -1.671, 0.466, -1.160, 0.629, 0.419, 0.367, 0.074, -0.849, -0.724, 0.442, -0.147, -0.636, 0.249, 0.729, 0.075, 0.494, 0.599, -0.964, 0.535, 0.339, 0.172, -2.010, 1.188, 0.155, 0.683, -0.768, 0.214, 0.992, 0.423, 0.812, -0.958, 0.818, 0.307, -0.642, 1.662, 0.613, -0.170, -0.516, 0.189, -2.470, 0.508, -1.058, 0.960, -0.881, 0.536, 0.350, 0.375, 0.412, -1.957, 0.418, 0.708, -0.863, 0.502, -0.633, 0.331, 0.113, 0.289, 0.448, -0.161, -0.269, -0.851, -0.207, -1.946, 0.805, -0.121, 0.865, 0.566, -0.314, 0.550, -0.206, -0.780, 0.225, -0.224, 0.418, 0.583, 0.543, -0.689],
  "homo_ev": -6.76,
  "multiplicity": 1,
  "charge": 0,
  "orbital_gap_ha": 0.221
}

Number 1: DFT total energy -230753.747 eV. Number 2: DFT total energy -358310.327 eV.